ORCA calculation (wB97M-V/def2-TZVPD) on C34H57F3N2O2SiY as an isolated structure.

Properties
Orbital gap in eV: 8.3
Energy above the lowest of the compared OMol25 structures with the same formula, charge and spin in eV: 0.3506
Charge: +1
LUMO energy in Eh: -0.0920

Each line ends with the Mulliken charge.
Element x y z (Å)
1 H -3.50522 1.57608 1.84637  0.00
2 C 2.26906 -2.13544 -2.89399  -1.24
3 H -0.62581 4.67891 -2.02755  0.31
4 H -0.33583 -5.14953 2.49961  0.42
5 C -4.55760 2.77079 -2.31129  -0.98
6 C -2.61040 -1.74973 -0.43020  -0.31
7 C -0.55846 -4.22370 1.94992  -1.09
8 C 4.05924 0.01281 -0.58284  -0.98
9 C 2.57692 1.23746 0.86797  -1.37
10 H -2.19793 0.40312 -2.13986  -0.25
11 C 0.16025 -4.80862 -3.02998  -1.36
12 C 4.04945 -0.42839 1.80376  -0.68
13 Si 0.95920 -3.13775 2.00828  0.28
14 C 1.54648 3.40432 1.29875  1.22
15 C 2.04115 -3.00209 -1.68612  0.38
16 O -1.41241 -0.94305 -0.76963  0.59
17 H 3.39550 3.53923 2.41667  0.24
18 C 0.42660 4.23170 1.40977  -2.26
19 H 3.14663 0.33679 4.12182  0.44
20 H 3.57784 3.79727 0.66509  0.27
21 H 2.82649 5.05167 1.67604  0.52
22 C -3.28819 3.13170 -2.75969  -1.02
23 H -2.49490 -1.96418 0.63777  0.26
24 F -1.55091 1.86482 3.50469  -0.25
25 H -0.84742 -4.49514 0.92679  0.24
26 H 4.46554 -0.17815 -1.58079  0.52
27 H -1.41379 -3.73436 2.43717  0.35
28 H 2.29407 -2.19870 3.88814  0.22
29 H 2.57997 -2.61105 -0.81197  -0.58
30 C -3.90231 -1.03635 -0.72965  -1.13
31 C 3.09408 0.56895 2.00133  1.71
32 H -0.41968 -5.72765 -3.14032  0.46
33 H 2.68818 1.96762 3.60837  0.24
34 H 4.44488 -0.96111 2.67172  0.46
35 H -1.33489 6.02058 1.43005  0.52
36 H -2.57821 -1.77901 -3.20376  0.36
37 H 1.73400 -2.53326 -3.76267  0.36
38 C 3.11658 1.02126 -0.42364  1.21
39 C 0.57143 -1.55427 1.01815  4.83
40 H 1.94686 -1.10422 -2.71652  0.04
41 H -5.05471 2.38180 1.59840  0.49
42 C 2.64828 1.83857 -1.59303  -1.34
43 H -3.11525 3.36408 -3.81447  0.42
44 H 2.42551 2.87995 -1.32275  0.34
45 H -0.42765 0.17778 -2.21334  -0.17
46 C 0.05390 -4.36381 -1.59071  -0.40
47 H -3.95790 -0.66883 -1.75798  0.26
48 C -0.85286 4.02793 0.87173  0.82
49 H 1.75221 1.40759 -2.07586  0.06
50 C -2.21410 3.20687 -1.87844  1.23
51 H -5.38821 2.69294 -3.01223  0.42
52 H 2.42389 -4.02315 -1.86163  0.53
53 H 0.60360 5.21266 1.84959  0.33
54 H 3.32881 -3.36387 1.25048  0.24
55 H 1.51233 -0.98088 0.82333  -1.82
56 H -0.24230 -4.06903 -3.72458  0.30
57 N -1.29810 2.85604 0.38346  1.67
58 H -0.85387 3.65692 -3.45488  0.46
59 C 1.29054 -2.63092 3.77689  -0.98
60 C -1.55411 -1.39789 -3.18595  -1.50
61 H 0.55327 -1.90607 4.14366  0.20
62 H -0.99349 -4.28438 -1.27794  0.18
63 H -0.14991 -1.09029 1.78925  -0.98
64 H -1.33538 -0.96666 -4.16759  0.51
65 H 0.54145 -5.10526 -0.93326  0.40
66 H 3.33865 -2.12521 -3.12217  0.45
67 H -0.05188 3.00155 -2.01628  0.20
68 C -0.86819 3.65602 -2.35589  -1.60
69 C -1.27764 0.57909 3.03159  0.36
70 H 1.23310 -3.53532 4.40016  0.46
71 C -3.72054 2.62043 -0.04165  0.87
72 H -3.61443 3.32885 2.01252  0.25
73 H 3.43050 1.86622 -2.36595  0.60
74 H -4.72848 -1.73480 -0.57109  0.51
75 H -0.86305 -2.22997 -3.02481  -0.01
76 H 1.51677 0.64483 3.51842  0.24
77 H -2.77389 5.03360 1.08216  0.23
78 C -3.97316 2.47310 1.42477  -1.09
79 H 5.24198 -1.52088 0.37224  0.41
80 H 2.31272 -4.66158 0.55328  0.20
81 O 0.63137 -3.05920 -1.33712  0.01
82 H 1.19337 -5.02800 -3.30663  0.34
83 H 0.07226 -1.83843 -0.00723  -0.71
84 F -2.52979 -0.05787 3.04516  -0.30
85 H -1.75181 5.65044 -0.24265  0.23
86 H -5.77109 2.31052 -0.57315  0.43
87 F -0.61599 -0.01036 4.11562  -0.31
88 C 2.57913 0.90043 3.36871  -1.57
89 C 2.49187 -4.04833 1.44666  -0.98
90 N 1.42972 2.09936 1.01358  2.04
91 H -4.05495 -0.19234 -0.05108  0.13
92 C 2.91774 3.97019 1.52698  -1.51
93 H -2.50486 -2.70039 -0.96563  0.07
94 H 2.78458 -4.71487 2.27342  0.51
95 C -1.39464 -0.34683 -2.11376  0.70
96 Y -0.28421 0.73397 0.77750  -0.58
97 C -1.74201 5.24076 0.77803  -1.60
98 C -2.41808 2.87361 -0.52014  -0.70
99 C -4.77231 2.54055 -0.95101  -0.76
100 C 4.50482 -0.73059 0.51555  -1.12


ORCA calculation (wB97M-V/def2-TZVPD) on an isolated ion of composition C11H11N2O2 and charge +1.

Properties
Orbital gap in eV: 5.9
Energy above the lowest of the compared OMol25 structures with the same formula, charge and spin in eV: 4.2025
Charge: +1
LUMO energy in Eh: -0.2430

Each line ends with the Mulliken charge.
Element x y z (Å)
1 C 0.04528 -1.59868 -0.28440  -0.39
2 C 2.97780 -0.95565 1.52903  -0.54
3 H 0.49582 -1.26348 -1.30190  0.43
4 H -0.80478 -0.80659 1.58895  0.31
5 C -1.57639 0.80991 -1.26335  -0.24
6 N 2.38848 -1.35393 0.49870  0.46
7 C -2.85417 2.40041 0.67465  -0.57
8 C 4.00582 -0.03279 1.12654  0.73
9 C -2.18501 1.23601 1.06158  -0.48
10 C -3.15375 2.59565 -0.73894  -0.11
11 C 1.28347 -2.24811 0.48026  -0.96
12 H -1.09449 0.19375 -1.97781  0.39
13 H -3.17078 2.91755 1.55023  0.39
14 H -3.89677 3.34353 -1.05555  0.40
15 C -1.50878 0.44333 0.08619  0.86
16 H -0.65829 -2.50866 -0.70660  0.38
17 H -2.11810 1.01675 2.10673  0.36
18 H 1.08289 -2.39344 1.56340  0.47
19 C -2.55646 1.73436 -1.69538  -0.81
20 O 3.94565 -0.06457 -0.40569  -0.33
21 H 3.37762 -1.71980 -1.28719  0.28
22 O 4.78571 0.72631 1.53109  -0.38
23 C -0.71761 -0.64137 0.49321  -0.09
24 N 2.94711 -0.88671 -0.82602  -0.21
25 H 1.50792 -3.13019 -0.05017  0.32
26 H -2.54819 2.18643 -2.69759  0.35


ORCA calculation (wB97M-V/def2-TZVPD) on one molecule with the formula CH7N2O2P.

Properties
Orbital gap in eV: 9.5
Energy above the lowest of the compared OMol25 structures with the same formula, charge and spin in eV: 2.3801
LUMO energy in Eh: 0.0315

Each line ends with the Mulliken charge.
Element x y z (Å)
1 O -0.95277 1.89486 -0.86041  -0.41
2 N 0.61712 -1.40008 -0.33491  -0.60
3 H 0.10297 -0.44324 -2.66962  0.33
4 H -1.53081 1.09754 -0.60180  0.41
5 H 0.00011 1.26417 1.76278  0.30
6 P 0.44042 1.15641 -0.92333  0.19
7 N 0.00119 -0.22650 0.08707  0.00
8 H -0.01466 -2.23218 -0.05376  0.24
9 H 0.72492 -0.18143 2.23422  0.33
10 H -1.08428 -0.16161 2.11066  0.29
11 O 0.29942 0.46280 -2.41247  -0.48
12 H 1.55190 -1.40853 -0.02496  0.20
13 C -0.15556 0.17779 1.68652  -0.80


ORCA calculation (wB97M-V/def2-TZVPD) on a 2-piece molecular cluster, C8H19BrN overall.

Properties
Orbital gap (alpha / beta) in eV: 7.3 / 8.4
Expectation value of S²: 2.01
Charge: +1
LUMO energy (alpha / beta) in Eh: -0.0948 / -0.2332
2S+1: 3

Each line ends with the Mulliken charge.
Element x y z (Å)
1 C -1.36427 -0.10584 1.74976  -1.79
2 H 1.87972 1.00526 -2.19559  0.48
3 N 0.40064 -0.28505 0.13899  0.44
4 H 0.42222 -0.85644 1.01452  0.33
5 Br 3.24099 -0.29120 0.09723  0.08
6 H 0.72957 2.01540 1.77860  0.34
7 H 2.47309 2.21168 1.50230  0.44
8 C -0.94529 0.42188 0.41928  0.77
9 C 0.81787 -2.60415 -0.60561  -1.26
10 H 0.59330 2.09289 -1.35684  0.43
11 H -1.93701 0.60637 2.24194  0.49
12 H -0.52065 -1.17170 -1.46116  0.36
13 H -2.27579 -1.01832 -0.83844  0.44
14 H -2.98024 0.70673 -0.37974  0.38
15 H 1.88189 0.87707 2.59505  0.34
16 C 1.53864 1.77163 -1.50815  -1.14
17 C 1.62279 1.46792 1.63573  -1.16
18 H 0.61859 -3.28057 -1.37594  0.45
19 C -2.03959 0.09237 -0.68579  -1.82
20 C 1.58601 0.69348 0.33472  -0.24
21 H -2.06976 -0.91259 1.63920  0.42
22 C 0.47255 -1.20648 -1.00482  -0.28
23 H 0.26033 -2.97987 0.37995  0.25
24 H -0.56508 -0.39178 2.38317  0.52
25 H -1.69721 0.53532 -1.60927  0.50
26 H 1.30341 -0.83294 -1.57668  0.19
27 H 1.85770 -2.63452 -0.37837  0.32
28 H 2.29578 2.57634 -1.32059  0.37
29 H -0.72607 1.51537 0.31983  0.34


Calculated max |F| in order - 2.69 3.62 3.50 6.71 eV/A